Computed, not measured: C12H28ClO3P2Sm as an isolated structure, with ωB97M-V/def2-TZVPD.

```
47
Properties=species:S:1:pos:R:3
C -2.28 0.81 -3.02
C -2.41 0.66 -1.58
H -3.15 1.40 -3.39
H -2.29 -0.19 -3.50
H -1.35 1.34 -3.30
O -3.23 0.79 -0.75
Cl 1.12 -0.81 -3.35
Sm 0.39 -0.17 -0.93
P -1.28 -2.29 -0.27
C -2.38 -2.65 1.11
C -2.06 -2.93 -1.79
H -2.26 -4.00 -1.70
H -0.13 -4.45 -0.24
H -1.40 -2.76 -2.65
H 0.99 -3.16 -0.76
H -3.25 -1.98 1.05
H -3.00 -2.39 -1.96
C 0.17 -3.41 -0.05
H -2.72 -3.69 1.11
H 0.58 -3.31 0.97
H -1.85 -2.44 2.05
P 0.56 2.57 -0.64
C 0.13 3.63 0.75
C 2.41 2.38 -0.55
H 0.63 2.88 -3.04
H 0.79 4.44 -2.18
H -0.81 3.64 -2.30
C 0.27 3.48 -2.18
H 2.78 1.50 -1.12
H 2.89 3.28 -0.96
H 0.58 4.62 0.65
H 0.48 3.17 1.69
H 2.72 2.24 0.50
H -0.96 3.73 0.80
C -1.37 0.64 1.49
O -1.97 0.93 2.42
C 2.80 -1.75 2.40
C 1.62 -0.80 2.14
C 1.67 0.48 2.98
O 1.56 -0.52 0.76
H 3.75 -1.24 2.17
H 2.71 -2.64 1.76
H 2.81 -2.07 3.45
H 0.69 -1.34 2.41
H 2.56 1.08 2.73
H 0.77 1.09 2.78
H 1.69 0.24 4.04
```

Results
**Net charge**: +2
**⟨S²⟩**: 8.77
**Spin multiplicity**: 6
**Largest force on an atom**: 6.85 eV/Å
**HOMO-LUMO gap (spin up / spin down)**: 4.8935 / 5.1463 eV

=====

Computed, not measured: CaH2O as an isolated structure, with ωB97M-V/def2-TZVPD.

```
4
Properties=species:S:1:pos:R:3
O 1.04 0.18 0.07
H 1.96 0.39 -0.19
H 0.55 0.13 -0.78
Ca -3.54 -0.71 0.89
```

Results
**Net charge**: +2
**Largest force on an atom**: 1.20 eV/Å
**HOMO-LUMO gap**: 5.2279 eV

=====

Computed, not measured: C24H36F6FeO18P as an isolated structure, with ωB97M-V/def2-TZVPD.

```
86
Properties=species:S:1:pos:R:3
Fe -19.64 -1.17 -0.05
P -20.80 -2.75 -2.03
F -19.86 -3.11 -0.82
F -20.05 -3.78 -3.01
F -21.90 -3.80 -1.44
F -21.70 -2.27 -3.27
F -21.54 -1.61 -1.16
F -19.74 -1.44 -2.28
C -17.58 -5.46 -4.76
C -16.08 -5.32 -4.61
C -15.38 -4.35 -5.52
O -14.31 -3.90 -4.62
C -14.61 -4.19 -3.33
O -14.11 -3.63 -2.38
O -15.81 -4.77 -3.36
H -18.01 -4.50 -5.03
H -18.04 -5.89 -3.88
H -17.83 -6.26 -5.46
H -15.54 -6.26 -4.80
H -16.10 -3.57 -5.81
H -14.99 -4.75 -6.46
C -24.04 0.90 -0.91
C -22.64 1.45 -1.42
C -22.45 1.58 -2.91
O -21.79 2.85 -2.95
C -22.20 3.58 -1.90
O -22.00 4.78 -1.75
O -22.78 2.79 -1.04
H -24.21 -0.08 -1.36
H -24.91 1.44 -1.28
H -24.11 0.86 0.18
H -21.84 1.01 -0.82
H -23.42 1.62 -3.40
H -21.90 0.73 -3.32
C -20.65 -5.69 4.80
C -20.88 -5.35 3.31
C -22.14 -4.50 3.00
O -21.65 -3.33 2.45
C -20.36 -3.39 2.30
O -19.76 -2.54 1.70
O -19.82 -4.46 2.91
H -21.05 -5.04 5.58
H -19.57 -5.82 4.91
H -21.06 -6.70 4.92
H -20.72 -6.31 2.83
H -22.63 -4.51 3.97
H -22.78 -5.08 2.34
C -16.82 4.28 -2.54
C -18.18 3.54 -2.74
C -18.16 2.36 -3.75
O -18.84 1.29 -3.15
C -18.89 1.58 -1.81
O -19.41 0.76 -1.02
O -18.49 2.83 -1.55
H -16.92 5.17 -1.91
H -16.43 4.63 -3.50
H -16.02 3.68 -2.11
H -18.99 4.26 -2.90
H -17.10 2.08 -3.81
H -18.47 2.60 -4.76
C -21.84 -2.88 -6.08
C -22.46 -1.41 -6.28
C -21.83 -0.61 -7.35
O -22.91 -0.13 -8.11
C -24.06 -0.64 -7.71
O -25.13 -0.32 -8.11
O -23.81 -1.61 -6.71
H -22.66 -3.53 -5.80
H -21.00 -2.69 -5.41
H -21.32 -3.29 -6.95
H -22.84 -0.86 -5.42
H -21.11 -1.04 -8.04
H -21.28 0.19 -6.85
C -13.31 -1.33 -0.12
C -14.49 -0.46 -0.64
C -14.74 -0.47 -2.08
O -16.03 -1.03 -2.11
C -16.54 -1.19 -0.92
O -17.70 -1.60 -0.67
O -15.60 -1.00 0.01
H -13.50 -1.52 0.94
H -12.30 -1.02 -0.39
H -13.30 -2.36 -0.47
H -14.38 0.57 -0.31
H -14.11 -1.11 -2.70
H -14.70 0.59 -2.34
```

Results
**Net charge**: +1
**⟨S²⟩**: 6.01
**Spin multiplicity**: 5
**Largest force on an atom**: 5.08 eV/Å
**HOMO-LUMO gap (spin up / spin down)**: 9.3717 / 8.4830 eV

=====

Computed, not measured: C7H13NO in the gas phase, with ωB97M-V/def2-TZVPD.

```
22
Properties=species:S:1:pos:R:3
C -0.39 -0.16 0.04
C -0.58 0.85 0.83
C -0.81 -1.47 -0.28
C -0.45 -2.03 -1.80
C 0.05 2.19 0.67
C -1.29 0.61 2.08
C 1.87 -0.13 -1.79
N 0.46 0.21 -2.02
O -0.30 -0.83 -2.59
H -0.38 -2.28 0.41
H -1.92 -1.66 -0.31
H 0.34 -2.63 -1.69
H -1.24 -2.59 -2.28
H 0.91 2.23 0.05
H -0.72 2.73 0.30
H 0.36 2.46 1.75
H -0.65 0.95 2.98
H -2.31 1.16 2.13
H -1.62 -0.38 1.95
H 2.16 -0.44 -2.86
H 2.29 0.89 -1.61
H 1.92 -0.97 -1.07
```

Results
**Net charge**: 0
**Largest force on an atom**: 4.92 eV/Å
**HOMO-LUMO gap (spin up / spin down)**: 8.7414 / 8.7370 eV

=====

- Look up the largest force on an atom of the first one.
  6.85 eV/Å